# 1
{
  "formula": "C3H5NS",
  "method": "wB97M-V/def2-TZVPD",
  "symbols": ["C", "C", "C", "H", "H", "H", "H", "H", "N", "S"],
  "coordinates": [[-1.32879, -1.15284, -0.08170], [-0.85311, 0.14834, 0.00565], [1.62982, 0.53626, 0.08790], [-0.60501, -1.84487, -0.33959], [-2.33220, -1.47546, 0.35786], [-1.67877, 0.60282, 0.47329], [0.14055, 1.65612, -0.36838], [2.08294, 1.47724, -0.03587], [0.36804, 0.76868, -0.09530], [2.57653, -0.71630, -0.00385]],
  "forces_ev_per_a": [[0.771, 2.645, 0.973], [-3.024, -5.473, 1.031], [1.418, 0.824, -1.329], [0.885, -1.998, -0.657], [1.560, 0.820, -1.045], [-0.293, 2.485, 0.295], [0.147, 3.021, -0.338], [1.079, 1.380, 0.424], [-3.518, -1.074, 0.047], [0.976, -2.631, 0.600]],
  "lowdin_charge": [0.045, -0.189, -0.811, 0.005, 0.087, 0.079, 0.107, 0.047, -0.038, 0.670],
  "total_charge": 0
}

---

# 2
{
  "formula": "C28H71N5O9",
  "method": "wB97M-V/def2-TZVPD",
  "symbols": ["C", "O", "C", "C", "N", "C", "C", "O", "C", "H", "H", "H", "H", "H", "H", "H", "H", "H", "H", "H", "H", "H", "H", "H", "C", "O", "C", "C", "N", "C", "C", "O", "C", "H", "H", "H", "H", "H", "H", "H", "H", "H", "H", "H", "H", "H", "H", "H", "C", "O", "C", "C", "N", "C", "C", "O", "C", "H", "H", "H", "H", "H", "H", "H", "H", "H", "H", "H", "H", "H", "H", "H", "C", "O", "C", "C", "N", "C", "C", "O", "C", "H", "H", "H", "H", "H", "H", "H", "H", "H", "H", "H", "H", "H", "H", "H", "C", "C", "C", "O", "C", "N", "H", "H", "H", "H", "H", "H", "H", "H", "H", "H", "H"],
  "coordinates": [[8.41715, -1.35606, 1.10425], [7.05686, -0.93542, 1.21446], [6.14591, -1.86160, 1.78662], [4.73882, -1.20677, 1.66477], [3.82476, -1.68662, 0.54603], [2.36970, -1.44187, 0.81457], [1.73350, -1.55864, -0.58560], [2.21826, -0.43682, -1.43277], [1.64988, -0.43410, -2.69047], [8.69808, -2.27610, 0.59171], [8.75402, -1.54116, 2.12423], [8.99555, -0.56160, 0.63265], [6.30464, -2.17129, 2.81957], [6.11834, -2.78590, 1.20955], [4.83331, -0.12497, 1.57061], [4.32377, -1.27836, 2.67012], [4.02215, -1.11780, -0.26489], [2.22523, -0.49983, 1.34354], [1.97160, -2.18830, 1.50192], [0.65244, -1.47293, -0.47579], [1.73731, -2.54158, -1.05668], [2.10787, 0.26065, -3.39451], [0.58950, -0.18338, -2.66166], [1.84385, -1.38678, -3.18330], [-3.80600, -0.66274, -0.95931], [-3.34410, 0.68106, -0.56274], [-3.12050, 0.95076, 0.90625], [-1.95979, 0.17227, 1.49015], [-2.30026, -0.19709, 2.82207], [-2.51244, 0.91655, 3.81097], [-2.87687, 0.34135, 5.12188], [-4.03390, -0.45755, 4.92490], [-4.40776, -1.07754, 6.08254], [-3.06885, -1.44599, -0.78259], [-4.16815, -0.69028, -1.98702], [-4.68595, -0.95659, -0.38709], [-4.08749, 0.88833, 1.40538], [-2.77248, 1.97853, 1.00959], [-1.03653, 0.70527, 1.26299], [-1.81547, -0.71697, 0.87652], [-3.12159, -0.76359, 2.66525], [-3.24639, 1.62734, 3.43124], [-1.63663, 1.56456, 3.84477], [-2.89230, 1.23484, 5.74601], [-1.94142, -0.11071, 5.45154], [-3.61062, -1.29047, 6.79481], [-4.96693, -1.98447, 5.85255], [-5.06219, -0.35783, 6.57430], [-0.87381, -3.24139, -2.38138], [-0.82610, -2.93486, -1.05289], [-1.90262, -3.69271, -0.37932], [-1.77355, -3.39344, 1.13423], [-0.43007, -3.00465, 1.63448], [-0.47874, -2.30588, 2.92952], [0.99590, -2.19847, 3.44389], [1.77475, -1.12978, 2.92888], [1.37040, 0.22789, 3.12781], [-0.40248, -4.22261, -2.43761], [-0.25167, -2.48844, -2.86522], [-1.87234, -3.18918, -2.81534], [-1.91859, -4.76571, -0.57043], [-2.85075, -3.34494, -0.78946], [-2.16183, -4.15112, 1.81488], [-2.38812, -2.49605, 1.20561], [0.14192, -2.45414, 1.01009], [-0.90723, -3.06529, 3.58357], [-1.09876, -1.41033, 2.97031], [1.63749, -3.06211, 3.26902], [1.05353, -2.12286, 4.52974], [0.52945, 0.25825, 2.43501], [2.14730, 0.86464, 2.70464], [1.03814, 0.52553, 4.12235], [1.02710, 1.05447, -5.44383], [1.07138, 2.24984, -4.70610], [1.93266, 2.40313, -3.69942], [1.63632, 3.81146, -3.07073], [1.52854, 3.71931, -1.61518], [0.89402, 5.00758, -1.11848], [-0.60492, 5.06903, -1.28415], [-1.13398, 3.82171, -0.93246], [-2.49519, 3.90314, -0.87513], [0.11688, 1.04675, -6.04344], [0.98930, 0.20507, -4.76177], [1.88831, 1.03878, -6.11177], [2.90009, 2.48397, -4.19504], [1.93409, 1.58476, -2.97944], [0.65803, 4.15182, -3.41015], [2.45022, 4.44174, -3.42908], [0.90876, 2.96228, -1.36441], [1.33834, 5.91516, -1.52711], [1.09398, 5.19499, -0.06349], [-0.79318, 5.39872, -2.30589], [-1.08156, 5.93373, -0.82239], [-2.77803, 2.90012, -0.55567], [-2.90380, 4.08841, -1.86851], [-3.01926, 4.56128, -0.18209], [-0.34664, -0.53178, -0.73260], [-0.85202, 0.72057, -1.44090], [-1.84667, 0.51698, -2.59504], [-1.40926, -0.46315, -3.51033], [-1.86581, -0.39295, -4.84929], [-1.37409, 1.57155, -0.37532], [-1.13778, -1.10725, -0.25194], [0.28978, -0.30676, 0.12323], [0.21936, -1.14930, -1.43004], [0.07768, 1.16048, -1.80179], [-2.12126, 1.47839, -3.02908], [-2.82991, 0.24681, -2.20987], [-2.86686, -0.81643, -4.93090], [-1.18514, -0.99608, -5.45013], [-1.90110, 0.61244, -5.26887], [-1.58467, 2.49598, -0.72343], [-2.23340, 1.24859, 0.04584]],
  "forces_ev_per_a": [[-0.127, 0.197, 1.142], [0.744, -0.543, -0.456], [-1.394, 0.314, -1.489], [-0.320, -0.009, -0.195], [0.664, 0.016, 2.087], [2.249, -1.133, -3.465], [2.147, -0.835, 1.961], [-0.221, -1.011, 1.790], [0.335, -0.921, -1.592], [-0.946, -0.296, -0.556], [0.511, 0.261, 0.209], [-0.212, 0.137, 0.214], [0.658, 0.509, 0.287], [0.119, -0.179, -0.220], [0.559, 0.216, -0.139], [-0.849, -0.585, -0.286], [0.283, 0.042, -0.073], [0.060, 0.098, -1.857], [0.536, -0.352, -1.470], [4.317, -2.707, 1.738], [1.449, -0.195, -0.377], [0.564, -0.828, 0.929], [0.746, -0.384, -0.961], [-0.439, -0.601, -0.084], [-1.267, 0.165, 1.971], [-5.145, -2.613, 0.514], [-3.639, -0.913, 1.601], [-0.946, -0.869, 0.435], [-0.138, 1.207, 1.259], [-0.155, -0.455, -2.815], [0.881, 1.069, -0.919], [2.268, 0.873, -0.768], [-1.467, -0.095, 1.570], [0.256, 0.398, -0.288], [0.302, 0.282, 0.104], [-0.150, 0.143, 0.412], [0.000, -0.586, 0.132], [-1.280, 0.451, 0.383], [-0.203, 0.223, 1.178], [-0.660, 0.083, 1.100], [-0.428, -0.011, 1.104], [-0.716, -0.016, 0.159], [0.532, -0.492, 0.233], [-1.311, -0.075, 0.829], [-0.400, -1.353, 0.339], [0.350, -0.216, -0.267], [0.056, -0.002, 0.041], [-0.421, -0.289, 0.638], [1.294, -0.172, -1.176], [-2.813, -2.404, 2.423], [1.704, 0.340, 0.665], [0.652, 1.837, -0.325], [-0.294, -0.517, -0.411], [2.044, -2.301, 0.149], [-0.406, 1.075, 0.934], [-0.010, 0.919, 4.170], [-1.090, -1.305, -1.103], [-0.239, -0.350, -0.971], [-0.056, -0.260, -0.425], [-0.152, -0.159, -0.064], [0.786, -0.173, -0.336], [-0.163, 0.146, 0.185], [-0.147, -0.166, -0.339], [-0.691, 0.043, 0.629], [-0.495, -0.292, -0.521], [-0.348, 0.123, 0.529], [0.677, -0.219, 0.189], [-0.534, -0.362, -0.592], [-0.617, 0.149, 0.420], [-0.442, 1.060, 0.241], [0.103, -0.006, 0.430], [0.305, -0.206, 0.242], [0.224, 0.154, 0.257], [-3.812, -0.053, -2.280], [1.729, 2.012, 1.370], [-0.249, -1.803, 0.152], [0.258, 2.508, 0.479], [0.616, -0.543, 1.113], [0.983, 1.079, -1.362], [1.111, 4.208, -0.161], [-3.072, -0.194, -0.355], [0.141, 0.219, 0.042], [0.005, -0.163, -0.590], [0.226, -0.455, -0.101], [0.940, -0.320, 0.560], [-0.031, 1.392, 0.188], [0.163, 0.072, -0.929], [-0.232, 0.520, 0.524], [-0.075, -0.109, 0.061], [0.182, -0.306, -0.757], [0.238, -0.781, 0.327], [-0.445, -0.982, -0.837], [0.131, -0.204, 1.210], [-1.527, 0.989, -0.518], [-0.228, 0.030, -0.202], [0.802, 0.716, 0.313], [-4.042, 2.903, -1.588], [-0.443, 0.316, 1.609], [-0.923, 0.101, 0.224], [0.577, 0.240, -0.660], [-0.194, -0.259, 0.425], [4.133, 1.214, -1.729], [0.554, 0.106, -1.399], [-0.483, 1.632, -0.342], [-3.115, 1.534, -0.864], [-0.329, 0.597, -0.199], [0.780, 0.430, -0.693], [1.392, 0.017, -0.959], [-0.234, -0.087, -0.053], [-0.037, -0.013, 0.006], [0.133, 0.238, 0.243], [1.704, -3.178, 0.151], [5.626, 1.304, -3.698]],
  "lowdin_charge": [-0.113, -0.195, -0.219, -0.161, -0.015, -0.165, -0.204, -0.106, -0.186, 0.078, 0.077, 0.083, 0.109, 0.113, 0.113, 0.098, 0.086, 0.093, 0.095, -0.039, 0.143, 0.053, 0.052, 0.119, -0.038, -0.232, -0.158, -0.235, -0.074, -0.172, -0.240, -0.149, -0.138, 0.063, 0.103, 0.097, 0.151, 0.135, 0.110, 0.074, 0.117, 0.110, 0.128, 0.128, 0.127, 0.091, 0.093, 0.090, -0.121, -0.267, -0.140, -0.156, -0.036, -0.163, -0.170, -0.351, -0.052, 0.105, 0.079, 0.099, 0.118, 0.098, 0.121, 0.076, 0.064, 0.114, 0.055, 0.128, 0.111, 0.068, 0.101, 0.093, -0.078, -0.171, -0.260, -0.163, -0.025, -0.173, -0.227, -0.185, -0.124, 0.080, 0.061, 0.099, 0.128, 0.073, 0.106, 0.114, 0.076, 0.116, 0.106, 0.115, 0.125, 0.068, 0.118, 0.114, -0.126, -0.248, -0.146, -0.197, -0.096, -0.012, 0.070, 0.112, 0.041, 0.118, 0.139, 0.060, 0.084, 0.090, 0.082, -0.020, -0.108],
  "total_charge": 0
}

---

# 3
{
  "formula": "C15H25NO4",
  "method": "wB97M-V/def2-TZVPD",
  "symbols": ["C", "C", "O", "C", "C", "C", "C", "C", "C", "H", "H", "O", "C", "C", "O", "C", "C", "N", "H", "C", "C", "O", "C", "H", "H", "H", "H", "H", "H", "H", "H", "H", "H", "H", "H", "H", "H", "H", "H", "H", "H", "H", "H", "H", "H"],
  "coordinates": [[6.52745, 2.10352, -1.16384], [6.54207, 1.54372, 0.25614], [6.29665, 0.15384, 0.29765], [5.02920, -0.31730, 0.11501], [3.87902, 0.45156, 0.01691], [2.63672, -0.14849, -0.13925], [2.52037, -1.52807, -0.20356], [3.67933, -2.30156, -0.10686], [4.90888, -1.70817, 0.04903], [5.80467, -2.30311, 0.12718], [3.58425, -3.37413, -0.16049], [1.35846, -2.23229, -0.38185], [0.12544, -1.55711, -0.36124], [-0.30003, -1.19118, 1.07323], [-1.61259, -0.70201, 1.15842], [-1.79279, 0.61997, 0.69148], [-3.20479, 1.07033, 1.10224], [-4.27517, 0.21756, 0.63907], [-4.10014, -0.72688, 0.97054], [-4.47966, 0.20113, -0.79880], [-5.74791, -0.57878, -1.17478], [-6.94157, 0.14332, -1.00914], [-7.33193, 0.31821, 0.33402], [-8.26162, 0.88372, 0.30789], [-6.57509, 0.86303, 0.90350], [-7.50774, -0.65106, 0.81723], [-5.78391, -1.51586, -0.59824], [-5.71291, -0.82080, -2.24052], [-3.63483, -0.24607, -1.34869], [-4.59809, 1.23583, -1.13426], [-3.37506, 2.08366, 0.72768], [-3.25576, 1.08409, 2.19394], [-1.68428, 0.66796, -0.40094], [-1.04567, 1.28965, 1.14267], [0.41060, -0.46984, 1.50312], [-0.28245, -2.10018, 1.68052], [0.15038, -0.66964, -1.00558], [-0.59813, -2.26563, -0.77480], [1.77248, 0.49347, -0.21386], [3.91779, 1.52860, 0.06463], [7.54161, 1.65392, 0.68644], [5.83248, 2.08361, 0.89592], [5.55033, 1.97303, -1.62243], [6.77115, 3.16229, -1.14394], [7.26276, 1.58215, -1.77137]],
  "forces_ev_per_a": [[-0.061, -0.272, 0.314], [0.083, 0.377, -0.151], [-0.019, -0.262, 0.001], [-0.170, -0.095, -0.020], [0.438, 0.110, 0.074], [-0.368, -0.274, -0.076], [0.189, 0.059, 0.002], [-0.204, 0.105, -0.014], [0.038, 0.220, 0.004], [0.109, -0.087, 0.006], [0.003, -0.145, -0.002], [0.257, -0.115, 0.092], [-0.455, 0.249, 0.173], [0.390, -0.213, -0.088], [-0.274, 0.061, -0.083], [-0.308, 0.249, -0.011], [0.453, -0.178, 0.008], [-0.011, -0.246, 0.054], [-0.056, 0.078, -0.023], [-0.238, -0.259, -0.074], [0.313, 0.210, -0.124], [-0.005, 0.044, -0.126], [-0.083, 0.174, 0.138], [-0.037, -0.042, 0.071], [-0.160, -0.064, -0.001], [0.005, 0.007, 0.027], [0.014, -0.014, -0.052], [0.069, -0.079, 0.110], [-0.024, 0.078, -0.027], [0.021, -0.048, -0.091], [0.031, 0.014, 0.082], [0.089, 0.134, -0.029], [0.039, 0.008, 0.078], [-0.025, -0.042, -0.040], [-0.075, -0.098, 0.006], [0.120, 0.082, -0.070], [-0.012, -0.096, 0.002], [0.044, 0.156, 0.031], [-0.110, 0.010, 0.003], [0.057, 0.086, -0.004], [-0.177, 0.040, 0.002], [0.082, -0.077, 0.001], [-0.059, 0.043, -0.076], [0.016, 0.128, -0.027], [0.068, -0.014, -0.069]],
  "lowdin_charge": [-0.065, -0.253, -0.057, -0.276, -0.021, -0.021, -0.270, 0.002, 0.003, 0.119, 0.120, -0.046, -0.173, -0.186, -0.144, -0.213, -0.200, -0.079, 0.116, -0.207, -0.227, -0.189, -0.118, 0.085, 0.071, 0.088, 0.122, 0.121, 0.112, 0.128, 0.120, 0.120, 0.113, 0.126, 0.121, 0.136, 0.117, 0.137, 0.105, 0.106, 0.122, 0.114, 0.066, 0.076, 0.079],
  "total_charge": 0
}

---

Ordered energy relative to the best compared isomer or geometry (same formula, charge and spin) results: 47.4 421.9 26.5; unit kcal per mole.